Entry 1:
The following is a DFT calculation (ωB97M-V/def2-TZVPD) of a single C11H7Cl2N3O3 molecule in a non-equilibrium geometry.

Results
HOMO level, eV: -8.93
Structure (SMILES): O=C(O)C1=NN2C(=O)Nc3cc(Cl)c(Cl)cc3[C@H]2C1
Maximum force, eV/A: 4.30
E_LUMO, eV: -0.399

ORCA input file:
```
! wB97M-V def2-TZVPD RIJCOSX def2/J DEFGRID3
* xyz 0 1
Cl 0.99 0.27 5.99
Cl 1.11 -2.41 4.36
O -0.90 -1.49 -3.41
O 0.14 3.84 -0.21
O -1.30 0.63 -4.17
N 0.97 2.78 1.49
N -0.02 1.49 -1.79
N 0.64 1.62 -0.59
C 1.02 1.55 3.58
C 1.27 -0.83 2.18
C -0.17 0.20 -2.03
C 0.39 -0.59 -0.88
C 1.16 0.38 1.48
C 1.08 0.33 4.27
C 1.18 -0.88 3.57
C 1.17 0.39 -0.07
C -0.87 -0.26 -3.24
C 0.55 2.77 0.20
C 1.09 1.59 2.19
H -1.52 0.15 -4.96
H 2.20 0.32 -0.42
H 0.73 3.63 2.00
H 0.93 2.49 4.13
H 1.30 -1.79 1.62
H 1.05 -1.36 -1.20
H -0.44 -1.08 -0.30
*
```

=====

Entry 2:
The following is a DFT calculation (ωB97M-V/def2-TZVPD) of a gas-phase ion, C6H10N (charge +1) in a non-equilibrium geometry.

Results
HOMO level, eV: -14.35
Structure (SMILES): C#CC/C=[NH+]/CC
Maximum force, eV/A: 3.35
E_LUMO, eV: -4.946

ORCA input file:
```
! wB97M-V def2-TZVPD RIJCOSX def2/J DEFGRID3
* xyz 1 1
N -0.51 -0.18 -0.18
C 0.78 1.63 1.15
C 0.63 2.54 0.06
C -1.06 -1.51 -0.23
C 0.04 -2.44 -0.87
C 0.29 0.22 0.77
C 0.39 3.58 -0.53
H 1.81 1.68 1.51
H -1.35 -1.89 0.84
H 0.90 -2.56 -0.12
H -0.01 1.85 1.94
H 0.46 -0.49 1.66
H -0.49 0.26 -1.06
H 0.42 -1.98 -1.75
H -1.99 -1.60 -0.88
H -0.62 -3.37 -1.01
H 0.32 4.27 -1.31
*
```

=====

Entry 3:
The following is a DFT calculation (ωB97M-V/def2-TZVPD) of a single C16H13N3O4S molecule in a non-equilibrium geometry.

Results
HOMO level, eV: -8.00
Structure (SMILES): O=C(CSc1nnc(CNC(=O)c2ccco2)o1)c1ccccc1
Maximum force, eV/A: 16.94
E_LUMO, eV: 0.038

ORCA input file:
```
! wB97M-V def2-TZVPD RIJCOSX def2/J DEFGRID3
* xyz 0 1
S -1.15 3.41 -1.08
O -1.08 -1.99 0.73
O 0.71 0.96 -0.28
O 1.65 -1.38 2.94
O -1.67 1.19 0.57
N -1.94 2.21 2.55
N -1.77 3.08 1.77
N -0.81 -0.84 2.63
C 3.27 -2.38 1.62
C 0.94 -1.71 1.70
C 0.58 -0.21 -2.27
C 1.91 -2.67 1.18
C 0.38 -1.65 -2.17
C -0.79 1.72 -1.91
C 1.17 0.19 -3.63
C 0.15 0.89 -1.34
C -2.23 -0.34 2.53
C 1.44 -0.77 -4.67
C 0.98 -2.39 -3.19
C -0.55 -1.84 1.69
C 2.97 -1.56 2.78
C -1.52 2.60 0.44
C 1.47 -2.09 -4.35
C -2.20 1.00 1.83
H 1.85 -3.06 -4.87
H -0.06 -1.93 -1.25
H -0.69 2.02 -3.03
H 0.64 -3.52 -2.84
H 1.24 1.27 -3.99
H 2.10 -0.69 -5.50
H -0.40 -0.41 3.23
H -2.75 -0.33 3.58
H 4.10 -2.86 1.42
H 3.52 -1.35 3.48
H 1.62 -3.05 0.06
H -3.01 -1.02 1.74
H -1.65 1.24 -2.10
*
```

=====

Entry 4:
The following is a DFT calculation (ωB97M-V/def2-TZVPD) of a single C3H5N3 molecule.

Results
HOMO level, eV: -8.26
Structure (SMILES): [H]/N=N/[C@@H]1C=C1N
Maximum force, eV/A: 0.88
E_LUMO, eV: 0.812

ORCA input file:
```
! wB97M-V def2-TZVPD RIJCOSX def2/J DEFGRID3
* xyz 0 1
N -0.18 -1.41 1.77
N -0.74 1.09 -1.70
N 0.20 -1.67 0.61
C -0.24 0.67 -0.50
C 0.21 0.83 0.71
C 0.62 -0.41 -0.02
H -0.04 1.01 1.74
H 1.51 -0.61 -0.64
H -0.39 -2.31 2.23
H -0.79 2.10 -1.74
H -0.17 0.72 -2.46
*
```

=====

Entry 5:
The following is a DFT calculation (ωB97M-V/def2-TZVPD) of 5 unconnected molecules or ions with the total composition C2H14O4S in a non-equilibrium geometry.

Results
HOMO level, eV: -9.05
Structure (SMILES): CCS.O.O.O.O
Maximum force, eV/A: 1.71
E_LUMO, eV: 0.512

ORCA input file:
```
! wB97M-V def2-TZVPD RIJCOSX def2/J DEFGRID3
* xyz 0 1
S -1.26 -1.77 0.54
O 1.27 1.72 -0.25
O 1.97 3.15 2.36
O 1.81 0.26 2.52
O 2.07 -0.69 -1.28
C -2.84 -1.12 -1.70
C -2.18 -2.24 -0.93
H 1.23 -0.41 2.86
H -0.88 -0.58 0.03
H 2.00 2.47 3.06
H 0.48 2.06 -0.68
H -3.34 -1.29 -2.66
H 1.34 2.23 0.59
H 1.53 0.04 -0.94
H 2.92 3.32 2.29
H 2.30 -0.59 -2.20
H -2.94 -2.97 -0.64
H 1.59 0.13 1.59
H -1.45 -2.74 -1.58
H -3.52 -0.60 -1.00
H -2.10 -0.38 -1.99
*
```

=====

Entry 6:
The following is a DFT calculation (ωB97M-V/def2-TZVPD) of 2 unconnected molecules or ions with the total composition C8H11NO in a non-equilibrium geometry.

Results
HOMO level, eV: -9.13
Structure (SMILES): c1ccccc1.CC(N)=O
Maximum force, eV/A: 7.00
E_LUMO, eV: 0.776

ORCA input file:
```
! wB97M-V def2-TZVPD RIJCOSX def2/J DEFGRID3
* xyz 0 1
O -2.31 0.17 -0.97
N -2.13 -0.21 1.12
C 2.36 -1.36 -0.29
C -4.35 -0.06 0.16
C 3.28 -0.73 0.56
C 2.23 1.43 -0.05
C -2.91 -0.06 0.10
C 1.25 -0.66 -0.87
C 3.08 0.68 0.71
C 1.31 0.71 -0.86
H -4.92 0.87 -0.23
H 2.21 2.51 0.20
H -4.70 -0.74 -0.55
H 0.76 -1.27 -1.49
H 3.95 -1.28 1.33
H 2.27 -2.47 -0.33
H -2.39 -0.12 2.12
H 3.92 1.12 1.22
H -1.20 0.41 0.98
H -4.80 -0.08 1.31
H 0.79 1.46 -1.45
*
```

=====

Entry 7:
The following is a DFT calculation (ωB97M-V/def2-TZVPD) of a molecular structure, C7H19BrFN3P in a non-equilibrium geometry.

Results
HOMO level (spin up / spin down), eV: -13.31 / -13.31
Maximum force, eV/A: 5.69
E_LUMO (spin up / spin down), eV: -4.908 / -4.909

ORCA input file:
```
! wB97M-V def2-TZVPD RIJCOSX def2/J DEFGRID3
* xyz 1 1
Br -2.64 -2.48 -1.27
P -0.21 -0.23 0.04
F -1.68 -1.55 1.54
N 0.93 -1.30 0.58
N -0.05 1.07 1.08
N -0.05 0.20 -1.59
C -0.40 1.07 2.50
C -1.33 0.63 -2.26
C 0.74 -2.65 0.13
C -0.40 2.40 0.59
C 2.11 -0.72 1.25
C -1.93 -0.84 0.48
C 1.12 0.42 -2.36
H -0.62 0.03 2.76
H 0.21 -3.46 0.80
H 0.40 3.20 0.65
H 0.21 -2.82 -0.79
H -1.09 0.20 -3.21
H -1.23 1.63 2.75
H 1.03 1.48 -2.74
H 0.38 1.67 3.03
H 2.18 -1.18 2.16
H -2.35 0.32 -1.94
H -0.52 2.31 -0.45
H -2.77 -0.18 0.50
H 1.76 -2.92 -0.10
H 2.26 0.33 1.29
H 2.05 0.28 -1.71
H 1.38 -0.32 -3.06
H -1.21 2.81 1.03
H 2.89 -1.16 0.75
H -1.19 1.75 -2.44
*
```

=====

Entry 8:
The following is a DFT calculation (ωB97M-V/def2-TZVPD) of a single C5H11NO molecule in a non-equilibrium geometry.

Results
HOMO level, eV: -8.43
Maximum force, eV/A: 3.43
E_LUMO, eV: -2.135

ORCA input file:
```
! wB97M-V def2-TZVPD RIJCOSX def2/J DEFGRID3
* xyz 0 1
O 1.48 1.72 -0.04
N -0.58 2.72 -0.45
C -0.04 -0.88 -0.23
C 0.26 1.87 0.37
C 1.42 -1.00 0.28
C -0.60 0.46 0.23
C -1.04 -2.16 0.13
H 0.07 -0.97 -1.38
H 1.96 -1.88 -0.11
H -1.61 0.87 0.01
H 1.32 -1.10 1.39
H -2.06 -2.13 -0.41
H -1.22 -2.10 1.27
H 0.17 3.10 -1.13
H 1.79 0.02 0.01
H 0.25 2.42 1.36
H -0.50 -3.04 -0.25
H -1.06 2.09 -1.05
*
```